{"formula": "C2HClN2", "method": "wB97M-V/def2-TZVPD", "elements": ["C", "C", "N", "N", "Cl", "H"], "positions_angstrom": [[-0.278, 0.225, 0.029], [-1.382, 0.708, -0.012], [-2.597, 1.451, 0.038], [-3.663, 0.918, -0.032], [-3.782, -0.791, -0.004], [0.508, -0.442, 0.188]], "atomic_forces_ev_per_a": [[-1.7, 0.5, 0.1], [-0.9, 0.7, 0.4], [3.7, -0.3, -0.6], [-2.2, 0.7, 0.3], [0.2, -1.2, -0.2], [1.0, -0.3, -0.1]], "nbo_charge": [-0.18, 0.05, -0.12, -0.05, 0.07, 0.24], "orbital_gap_ha": 0.35897, "relative_energy_kcal_mol": 80.9, "smiles": "C#C/N=N\\Cl", "homo_energy_ev": -10.26, "total_charge": 0, "e_tot_ha": -646.353667}

{"formula": "C12H15OP", "method": "wB97M-V/def2-TZVPD", "elements": ["C", "C", "C", "C", "C", "C", "P", "O", "C", "C", "C", "C", "C", "C", "H", "H", "H", "H", "H", "H", "H", "H", "H", "H", "H", "H", "H", "H", "H"], "positions_angstrom": [[2.495, -0.695, -0.739], [1.119, -0.787, -1.172], [0.356, -1.562, -1.900], [-1.000, -1.152, -2.138], [-1.167, 0.309, -1.719], [-1.154, 1.328, -2.897], [0.291, 0.766, -0.747], [1.038, 1.978, -1.055], [-0.100, 0.399, 1.256], [0.612, 1.221, 2.099], [0.716, 0.793, 3.421], [-0.293, 0.034, 3.935], [-1.315, -0.467, 3.164], [-1.052, -0.464, 1.786], [2.307, -0.573, 0.310], [2.911, 0.186, -1.092], [3.155, -1.523, -0.858], [0.884, -2.447, -2.252], [-1.401, -1.338, -3.176], [-1.644, -1.789, -1.494], [-1.843, 0.297, -0.857], [-0.248, 0.990, -3.400], [-1.070, 2.298, -2.478], [-2.048, 1.397, -3.543], [1.311, 1.820, 1.627], [1.319, 1.458, 4.044], [-0.399, -0.130, 5.060], [-2.038, -1.125, 3.589], [-1.739, -1.221, 1.225]], "atomic_forces_ev_per_a": [[-0.2, -1.8, 1.2], [-0.4, 2.1, -0.3], [2.8, -1.3, -0.3], [-2.7, -0.5, -0.7], [-0.5, 0.6, 0.7], [-1.2, -1.2, 0.7], [-0.9, -3.6, 2.3], [0.6, 1.5, 0.3], [-0.8, 1.0, -3.2], [0.3, -3.0, 0.4], [-0.1, 3.2, -0.1], [-1.1, -0.3, 3.4], [2.0, -0.9, -1.4], [-2.4, -1.5, -0.7], [0.9, 0.2, 1.1], [1.0, 1.7, -0.7], [0.4, -0.8, -0.4], [-0.8, -0.3, -0.3], [0.7, 0.3, 0.8], [0.0, 0.3, -0.4], [-1.2, 0.7, -0.9], [-0.1, 0.7, -0.7], [0.6, 1.0, 0.1], [0.4, -0.7, 0.2], [1.3, 1.8, -0.4], [0.2, -0.9, 0.3], [0.5, 0.3, -1.6], [-0.6, -0.1, 0.1], [1.5, 1.7, 0.3]], "nbo_charge": [-0.65, -0.34, -0.18, -0.43, -0.59, -0.60, 1.90, -1.07, -0.29, -0.21, -0.23, -0.20, -0.22, -0.23, 0.22, 0.24, 0.21, 0.21, 0.23, 0.22, 0.24, 0.22, 0.23, 0.22, 0.23, 0.22, 0.21, 0.22, 0.22], "orbital_gap_ha": 0.36908, "relative_energy_kcal_mol": 47.0, "smiles": "CC1=CC[C@H](C)[P@@]1(=O)c1ccccc1", "homo_energy_ev": -9.27, "total_charge": 0, "e_tot_ha": -882.781257}